C3H6NOS | ωB97M-V with the def2-TZVPD basis set

Structure (XYZ):
```
12
C3H6NOS (ωB97M-V with the def2-TZVPD basis set)
C 2.2182 0.5276 0.0239
C 0.1435 0.0862 -1.2039
C 0.0705 0.0580 1.2120
N 0.9348 -0.1559 0.0192
O 2.5447 1.6676 -0.0186
S 2.4748 -1.1293 -0.0182
H -0.4597 -0.9210 -1.3705
H -0.3822 0.9501 -1.0738
H 0.8384 0.2310 -1.9590
H -0.5602 -0.7201 1.3966
H 0.7006 0.0895 2.0397
H -0.4547 0.9717 1.2143
```

Computed properties:
Structure (SMILES): C[N+]1(C)SC1=O
Net charge: +1
Frontier orbital gap, eV: 10.08

Formally, the Löwdin partial charges of the atoms, in units of the elementary charge, are as follows: atom 1 (C): -0.724, atom 2 (C): 0.021, atom 3 (C): 0.032, atom 4 (N): -0.431, atom 5 (O): 0.208, atom 6 (S): 1.252, atom 7 (H): 0.178, atom 8 (H): 0.084, atom 9 (H): 0.082, atom 10 (H): 0.087, atom 11 (H): 0.095, atom 12 (H): 0.117

C3H6NOS | ωB97M-V with the def2-TZVPD basis set

Structure (XYZ):
```
12
C3H6NOS (ωB97M-V with the def2-TZVPD basis set)
C 3.0561 0.1011 -0.0517
C 0.4387 1.2975 0.6727
C -0.3723 -0.8325 -0.4628
N 0.6773 -0.0068 -0.0402
O 2.0140 -0.3421 -0.5052
S 4.5520 0.3904 0.2508
H 0.7210 2.0150 -0.0630
H -0.5677 1.4214 0.9026
H 1.0750 1.4110 1.5323
H -0.5084 -1.6021 0.2262
H -1.2650 -0.1752 -0.6058
H -0.0250 -1.3399 -1.3788
```

Computed properties:
Net charge: +1
Frontier orbital gap, eV: 7.25

Formally, the Löwdin partial charges of the atoms, in units of the elementary charge, are as follows: atom 1 (C): -0.591, atom 2 (C): 0.034, atom 3 (C): -0.035, atom 4 (N): -0.176, atom 5 (O): 0.097, atom 6 (S): 1.080, atom 7 (H): 0.093, atom 8 (H): 0.085, atom 9 (H): 0.090, atom 10 (H): 0.075, atom 11 (H): 0.131, atom 12 (H): 0.118

C3H6NS | ωB97M-V with the def2-TZVPD basis set

Structure (XYZ):
```
11
C3H6NS (ωB97M-V with the def2-TZVPD basis set)
C 0.2772 -1.1270 -0.2199
C 0.6059 0.2501 -0.8266
C -0.4297 -0.3296 0.9043
N -0.4605 0.8301 0.0374
S 0.4930 -2.6686 -0.5736
H 1.5616 0.5593 -0.5858
H 0.5190 0.3844 -1.9241
H -1.3988 -0.4235 1.4129
H 0.2441 -0.2420 1.6804
H -0.0465 1.6688 0.4919
H -1.3653 1.0979 -0.3970
```

Computed properties:
Structure (SMILES): S=C1C[NH2+]C1
Net charge: +1
Frontier orbital gap, eV: 8.57

Formally, the Löwdin partial charges of the atoms, in units of the elementary charge, are as follows: atom 1 (C): -0.729, atom 2 (C): -0.077, atom 3 (C): -0.107, atom 4 (N): 0.071, atom 5 (S): 0.877, atom 6 (H): 0.116, atom 7 (H): 0.158, atom 8 (H): 0.156, atom 9 (H): 0.118, atom 10 (H): 0.203, atom 11 (H): 0.214

C3H6NS | ωB97M-V with the def2-TZVPD basis set

Structure (XYZ):
```
11
C3H6NS (ωB97M-V with the def2-TZVPD basis set)
C 0.7051 0.8092 -0.5372
C -0.6706 -1.1561 -0.0112
C -0.3345 1.0205 0.5437
N 0.3873 -0.2387 0.4352
S -1.9799 0.1492 -0.0633
H 0.3922 0.7002 -1.5683
H 1.6872 1.2375 -0.5577
H -0.4744 -1.5486 -0.9767
H -0.8339 -2.0921 0.5535
H -0.2107 1.6645 1.3681
H 1.3322 -0.5456 0.8139
```

Computed properties:
Structure (SMILES): C1S[C@@H]2C[N@H+]12
Net charge: +1
Frontier orbital gap, eV: 9.97

Formally, the Löwdin partial charges of the atoms, in units of the elementary charge, are as follows: atom 1 (C): -0.044, atom 2 (C): -0.355, atom 3 (C): -0.274, atom 4 (N): -0.119, atom 5 (S): 0.958, atom 6 (H): 0.134, atom 7 (H): 0.135, atom 8 (H): 0.083, atom 9 (H): 0.121, atom 10 (H): 0.118, atom 11 (H): 0.241

C3H6O | ωB97M-V with the def2-TZVPD basis set

Structure (XYZ):
```
10
C3H6O (ωB97M-V with the def2-TZVPD basis set)
C -1.3048 -0.1432 0.7055
C -1.3042 -1.4592 0.9523
H -1.6423 0.4476 -0.1252
H -0.6099 0.2685 1.4450
H -1.8443 -2.1793 0.3298
H -1.1565 -1.7647 1.9784
O 1.7374 1.1590 -0.0706
C 1.8842 1.1704 -1.3347
H 1.7504 2.0775 -1.9896
H 2.4900 0.4233 -1.8909
```

Computed properties:
⟨S²⟩: 0.753
Net charge: -1
Multiplicity: 2
Frontier orbital gap (spin up / spin down), eV: 3.62 / 6.74

Formally, the Löwdin partial charges of the atoms, in units of the elementary charge, are as follows: atom 1 (C): -0.079, atom 2 (C): -0.115, atom 3 (H): 0.038, atom 4 (H): 0.045, atom 5 (H): 0.026, atom 6 (H): 0.027, atom 7 (O): -0.356, atom 8 (C): -0.490, atom 9 (H): -0.047, atom 10 (H): -0.050

C3H6O | ωB97M-V with the def2-TZVPD basis set

Structure (XYZ):
```
10
C3H6O (ωB97M-V with the def2-TZVPD basis set)
C -1.3648 -0.0289 -0.0599
C 0.0235 0.5990 -0.0729
C 1.2620 -0.3091 -0.0315
H -1.2870 -1.0489 -0.6664
H -2.0621 0.8004 -0.2948
H -1.5261 -0.3553 1.0914
H 1.8367 0.0479 0.8534
H 1.8664 -0.2162 -0.9259
H 0.9734 -1.3075 0.1335
O 0.2781 1.8184 -0.0269
```

Computed properties:
Structure (SMILES): CC(C)=O
Frontier orbital gap, eV: 10.50

Formally, the Löwdin partial charges of the atoms, in units of the elementary charge, are as follows: atom 1 (C): -0.043, atom 2 (C): -0.490, atom 3 (C): -0.035, atom 4 (H): 0.118, atom 5 (H): 0.079, atom 6 (H): 0.133, atom 7 (H): 0.098, atom 8 (H): 0.082, atom 9 (H): 0.043, atom 10 (O): 0.016

C3H6O | ωB97M-V with the def2-TZVPD basis set

Structure (XYZ):
```
10
C3H6O (ωB97M-V with the def2-TZVPD basis set)
C -0.2162 0.3743 -0.4046
C 0.4861 -0.7278 -0.1014
O -0.5472 -1.5309 0.2761
C -1.4332 -0.3994 0.0115
H -0.0869 1.2372 -1.0123
H 1.8094 1.3831 0.6968
H 2.6755 1.5104 0.5423
H 1.4986 -1.0953 -0.0182
H -2.1598 -0.6468 -0.7546
H -1.9476 -0.1056 0.9261
```

Computed properties:
Frontier orbital gap, eV: 10.11

Formally, the Löwdin partial charges of the atoms, in units of the elementary charge, are as follows: atom 1 (C): -0.089, atom 2 (C): -0.185, atom 3 (O): -0.066, atom 4 (C): -0.158, atom 5 (H): 0.078, atom 6 (H): 0.018, atom 7 (H): 0.053, atom 8 (H): 0.111, atom 9 (H): 0.117, atom 10 (H): 0.120

C3H6O | ωB97M-V with the def2-TZVPD basis set

Structure (XYZ):
```
10
C3H6O (ωB97M-V with the def2-TZVPD basis set)
C -2.1395 -0.3178 -0.4074
C -1.5205 -0.1940 0.7688
H -2.5807 -1.2788 -0.6600
H -2.1158 0.4287 -1.1896
H -1.0139 -1.0125 1.2554
H -1.5262 0.7782 1.2526
O 2.5727 -0.7109 0.1497
C 2.7078 0.3968 -0.2820
H 3.5601 0.6763 -0.9192
H 2.0561 1.2340 0.0316
```

Computed properties:
Structure (SMILES): C=C.C=O
Frontier orbital gap, eV: 10.29

Formally, the Löwdin partial charges of the atoms, in units of the elementary charge, are as follows: atom 1 (C): -0.084, atom 2 (C): -0.084, atom 3 (H): 0.042, atom 4 (H): 0.043, atom 5 (H): 0.046, atom 6 (H): 0.043, atom 7 (O): -0.005, atom 8 (C): -0.153, atom 9 (H): 0.075, atom 10 (H): 0.078

C3H6O | ωB97M-V with the def2-TZVPD basis set

Structure (XYZ):
```
10
C3H6O (ωB97M-V with the def2-TZVPD basis set)
C -1.6499 0.3068 0.3358
C 0.4842 -0.4559 0.5876
O -0.2613 0.6156 0.3830
C 1.6462 -0.2741 -0.3406
H -2.1657 1.2531 0.1874
H -1.7689 -0.3172 -0.5542
H -1.9940 -0.2434 1.2143
H 1.5203 -1.1426 -1.0103
H 1.5704 0.6437 -0.9405
H 2.6189 -0.3861 0.1376
```

Computed properties:
Frontier orbital gap, eV: 9.32

Formally, the Löwdin partial charges of the atoms, in units of the elementary charge, are as follows: atom 1 (C): -0.086, atom 2 (C): -0.097, atom 3 (O): -0.181, atom 4 (C): -0.122, atom 5 (H): 0.088, atom 6 (H): 0.088, atom 7 (H): 0.088, atom 8 (H): 0.081, atom 9 (H): 0.073, atom 10 (H): 0.068

C3H6O | ωB97M-V with the def2-TZVPD basis set

Structure (XYZ):
```
10
C3H6O (ωB97M-V with the def2-TZVPD basis set)
C -0.9053 -1.6204 -0.3187
C -0.4506 -0.2043 -0.3519
C 0.5390 0.2822 0.3850
O 0.8919 1.6011 0.3832
H -1.9276 -1.9013 -0.5511
H -0.3622 -2.2275 -1.0519
H -0.6672 -2.1510 0.6099
H -0.8603 0.4148 -1.1508
H 1.2486 -0.2529 1.0031
H 0.5216 2.0682 -0.3732
```

Computed properties:
Structure (SMILES): C/C=C/O
Frontier orbital gap, eV: 9.73

Formally, the Löwdin partial charges of the atoms, in units of the elementary charge, are as follows: atom 1 (C): -0.130, atom 2 (C): -0.164, atom 3 (C): -0.217, atom 4 (O): -0.017, atom 5 (H): 0.064, atom 6 (H): 0.068, atom 7 (H): 0.074, atom 8 (H): 0.105, atom 9 (H): 0.124, atom 10 (H): 0.094

C3H6O | ωB97M-V with the def2-TZVPD basis set

Structure (XYZ):
```
10
C3H6O (ωB97M-V with the def2-TZVPD basis set)
C -0.1640 -0.4924 -1.1812
C 0.3949 0.1759 0.0234
C -0.1824 0.3151 1.3587
O 0.9656 -0.5022 1.1187
H 0.5781 -0.6193 -1.9762
H -0.7057 0.4017 -1.4872
H -0.6320 -1.4810 -1.0211
H 0.7846 1.1034 -0.3824
H 0.0809 1.2433 1.8714
H -1.1200 -0.1444 1.6759
```

Computed properties:
Structure (SMILES): C[C@H]1CO1
Frontier orbital gap, eV: 11.23

Formally, the Löwdin partial charges of the atoms, in units of the elementary charge, are as follows: atom 1 (C): -0.051, atom 2 (C): -0.411, atom 3 (C): -0.118, atom 4 (O): -0.029, atom 5 (H): 0.077, atom 6 (H): 0.084, atom 7 (H): 0.095, atom 8 (H): 0.130, atom 9 (H): 0.109, atom 10 (H): 0.114

C3H6O | ωB97M-V with the def2-TZVPD basis set

Structure (XYZ):
```
10
C3H6O (ωB97M-V with the def2-TZVPD basis set)
O -0.8210 -0.6134 -2.3444
C -0.8339 -0.0818 -1.2561
C 0.3840 0.4028 -0.3072
C 0.3814 -0.2059 1.1156
H -1.7520 -0.0691 -0.7340
H 0.2850 1.5223 -0.4224
H 1.3117 0.0074 -0.7867
H -0.6325 -0.0503 1.7051
H 1.1154 0.3437 1.7531
H 0.5619 -1.2557 1.2770
```

Computed properties:
⟨S²⟩: 0.758
Net charge: +1
Multiplicity: 2
Frontier orbital gap (spin up / spin down), eV: 11.14 / 7.61

Formally, the Löwdin partial charges of the atoms, in units of the elementary charge, are as follows: atom 1 (O): 0.362, atom 2 (C): 0.012, atom 3 (C): -0.093, atom 4 (C): -0.079, atom 5 (H): 0.175, atom 6 (H): 0.162, atom 7 (H): 0.139, atom 8 (H): 0.130, atom 9 (H): 0.111, atom 10 (H): 0.080

Respective ΔE to the lowest compared entry with this formula, charge and spin values: 51.26 97.95 0.99 17.19 38.37 15.75 80.29 58.32 76.99 23.25 43.08 40.10 kcal per mole.